This record from the OMol25 dataset describes a structure of composition C26H40CoN5O3S2Sb. The level of theory is ωB97M-V/def2-TZVPD.

Geometry as XYZ:
```
78
Properties=species:S:1:pos:R:3:forces:R:3
Co -0.5767 -1.9035 0.6980 0.2 0.8 0.1
N -1.4410 -0.0107 4.4373 0.1 -0.1 0.0
C -1.1544 -0.4333 3.1623 -0.2 0.4 0.2
S 0.0119 -1.6302 2.8727 0.1 -0.4 -0.1
N -1.8256 0.1128 2.1801 0.2 -0.1 -0.1
N -1.5988 -0.4813 0.9955 -0.1 -0.3 0.0
C -2.0110 0.4198 -0.0961 -0.1 0.0 0.3
C -2.7116 -0.3192 -1.2007 -0.1 0.1 -0.1
C -3.6730 0.3615 -1.9391 0.0 0.0 0.0
C -4.2943 -0.2127 -3.0354 0.0 0.0 0.0
C -3.9287 -1.5080 -3.3921 0.0 0.0 0.0
C -2.9923 -2.2057 -2.6543 -0.1 0.0 -0.1
C -2.3647 -1.6384 -1.5319 -0.1 -0.2 0.1
O -1.5234 -2.3831 -0.8503 0.4 0.0 -0.1
H -0.7372 -0.1621 5.1389 0.0 0.0 0.0
H -1.9623 0.8479 4.5037 0.0 0.0 0.0
H -2.7049 1.1425 0.3487 0.0 0.0 0.0
H -3.9286 1.3734 -1.6408 0.0 0.0 0.0
H -5.0402 0.3325 -3.5974 0.0 0.0 0.0
H -4.3860 -1.9822 -4.2525 0.0 0.0 0.0
H -2.7179 -3.2196 -2.9187 0.0 0.0 0.0
C 2.0925 -2.4431 -2.4953 0.1 0.0 0.0
C 1.8983 -2.3298 -1.0102 0.1 0.1 0.0
O 1.2016 -1.4584 -0.4954 -0.2 -0.2 0.2
N 2.5717 -3.2471 -0.2709 -0.1 0.0 0.0
C 2.3208 -3.3990 1.1512 0.0 0.0 0.0
C 1.1413 -4.3100 1.3709 0.0 0.0 0.0
C 1.2574 -5.5444 1.9831 0.0 0.0 0.0
C 0.1377 -6.3592 2.0767 0.0 0.0 0.0
C -1.0524 -5.9287 1.5218 0.0 0.0 -0.1
C -1.0910 -4.6765 0.9275 0.0 -0.1 0.0
N -0.0250 -3.8769 0.8758 -0.3 0.0 0.1
H 1.5361 -1.6648 -3.0070 0.0 0.0 0.0
H 1.7163 -3.4121 -2.8296 0.0 0.0 0.0
H 3.1517 -2.3796 -2.7491 0.0 0.0 0.0
H 2.9589 -4.0332 -0.7678 0.1 0.0 0.0
H 2.1152 -2.4080 1.5533 0.0 0.0 0.0
H 3.2112 -3.7933 1.6385 0.0 0.0 0.0
H 2.2131 -5.8554 2.3828 0.0 0.0 0.0
H 0.2014 -7.3207 2.5692 0.0 0.0 0.0
H -1.9447 -6.5371 1.5479 0.0 0.0 0.0
H -1.9862 -4.2761 0.4697 0.0 0.0 0.0
O -0.8898 1.0383 -0.6196 0.1 0.1 0.4
S -0.1060 0.2144 -3.2579 0.1 -0.1 -0.4
C -0.9939 1.5881 -4.0603 0.0 0.0 0.0
C -0.2959 2.8536 -3.5746 0.0 0.0 0.0
C 1.1956 2.5347 -3.5915 0.0 0.0 0.0
C 1.3418 1.2282 -2.8180 -0.1 0.0 0.1
H -2.0421 1.5355 -3.7691 0.0 0.0 0.0
H -0.9220 1.4827 -5.1435 0.0 0.0 0.0
H -0.6078 3.0540 -2.5460 0.0 0.0 0.0
H -0.5528 3.7157 -4.1931 0.0 0.0 0.0
H 1.8003 3.3263 -3.1436 0.0 0.0 0.0
H 1.5274 2.3966 -4.6241 0.0 0.0 0.0
H 1.2944 1.3941 -1.7409 0.1 0.0 0.0
H 2.2591 0.6900 -3.0544 0.0 0.0 0.0
C 3.1823 1.4405 2.7627 0.0 0.0 0.0
C 1.9850 2.3615 2.9848 0.2 -0.2 0.1
Sb 0.5861 2.2428 1.3535 -0.4 0.0 -0.4
C -0.6614 3.8440 2.0744 -0.1 0.0 0.0
C -1.7239 3.4281 3.0869 0.0 0.0 0.0
C 1.6821 3.5068 -0.0094 0.1 0.0 0.0
C 2.2043 4.8272 0.5468 0.0 0.0 0.0
H 3.9358 1.5494 3.5462 0.0 0.0 0.0
H 3.6754 1.6461 1.8093 0.0 0.0 0.0
H 2.8685 0.3946 2.7479 0.0 0.0 0.0
H 2.2902 3.4042 3.0827 0.0 0.0 0.0
H 1.4407 2.0853 3.8902 0.0 0.0 0.0
H -1.1146 4.3048 1.1939 0.0 0.0 0.0
H 0.0182 4.5764 2.5145 0.0 0.1 0.0
H -2.3365 2.6062 2.7162 0.0 0.0 0.0
H -2.3861 4.2617 3.3324 0.0 0.0 0.0
H -1.2586 3.1043 4.0224 0.0 0.0 0.0
H 0.9960 3.6806 -0.8417 0.0 0.0 0.0
H 2.5053 2.9070 -0.4042 0.0 0.0 0.0
H 1.3985 5.4587 0.9219 0.0 0.0 0.0
H 2.7254 5.3966 -0.2268 0.0 0.0 0.0
H 2.9139 4.6742 1.3613 0.0 0.0 0.0
```
Forces are in eV/Å.

Output
⟨S²⟩	0.77
2S+1	2
Kohn-Sham gap (spin up / spin down)	0.2442 / 0.2179	hartree
energy above the lowest of the compared OMol25 structures with the same formula, charge and spin	2.956	eV



This record from the OMol25 dataset describes the molecule C3H5N3O. The level of theory is ωB97M-V/def2-TZVPD.

Geometry as XYZ:
```
12
Properties=species:S:1:pos:R:3:forces:R:3
N 0.2788 -1.6596 1.4737 0.1 0.3 -0.1
C 0.0689 -0.6272 0.5448 -0.3 -0.2 0.0
C -1.1313 -0.3783 -0.0339 0.2 0.1 0.0
N -0.8895 0.6751 -0.9339 0.2 0.1 0.1
C 0.4271 0.9540 -0.8200 -0.1 -0.1 0.1
O 0.9716 1.9291 -1.5719 0.1 -0.1 0.1
N 1.0543 0.2147 0.0598 -0.2 -0.1 -0.1
H -0.3598 -1.5972 2.2571 0.3 -0.1 0.0
H 1.2387 -1.7219 1.7686 0.1 0.1 0.2
H -2.0503 -0.8946 0.1625 -0.3 0.2 -0.4
H -1.5167 1.1334 -1.5780 0.1 -0.2 0.2
H 1.9083 1.9725 -1.3289 -0.2 0.0 0.0
```
Forces are in eV/Å.

Output
SMILES	Nc1c[nH]c(O)n1
Kohn-Sham gap	0.3117	hartree
energy above the lowest of the compared OMol25 structures with the same formula, charge and spin	0.574	eV



This record from the OMol25 dataset describes a structure of composition C6H13NO2 in a non-equilibrium geometry. The level of theory is ωB97M-V/def2-TZVPD.

Geometry as XYZ:
```
22
Properties=species:S:1:pos:R:3:forces:R:3
C -2.1569 0.1708 0.7483 0.5 -0.2 0.5
C -1.7571 1.6426 0.7723 0.1 -0.2 -0.2
C -1.3949 -0.6911 -0.2507 0.2 0.8 -0.7
O -0.9642 -0.1097 -1.3278 1.1 -0.1 0.3
H -1.8937 -1.6627 -0.4237 0.7 -0.1 0.3
H -3.2200 0.0727 0.5005 0.1 -0.1 -0.1
H -2.0349 -0.2810 1.7363 -0.1 0.1 0.0
H -0.7092 1.7548 1.0446 0.0 0.0 0.1
H -1.9043 2.0890 -0.2108 0.0 0.0 0.0
H -2.3624 2.1826 1.4987 0.0 0.0 0.0
C 2.4885 -0.3708 -1.5281 0.2 0.1 -0.2
N 1.5098 0.3003 -0.6677 0.1 0.7 0.6
C 1.2690 -0.2847 0.6513 -1.6 2.4 0.4
C 0.4233 -1.4079 0.7288 -0.4 -0.1 0.0
O 1.4971 0.6661 1.4518 0.0 -1.9 0.8
H 1.8845 1.1823 -0.0315 -0.8 -1.1 -2.6
H 0.3237 0.2882 -1.1888 0.2 -0.1 0.8
H 3.4578 -0.4405 -1.0316 0.0 0.0 0.0
H 2.1517 -1.3790 -1.7687 -0.1 0.1 0.0
H 2.6066 0.2036 -2.4458 0.0 -0.1 0.0
H 0.6214 -2.1955 0.0127 -0.1 -0.1 -0.1
H 0.1642 -1.7301 1.7298 0.1 -0.1 0.0
```
Forces are in eV/Å.

Output
Kohn-Sham gap	0.3398	hartree
energy above the lowest of the compared OMol25 structures with the same formula, charge and spin	3.744	eV